No. 1
46
Properties=species:S:1:pos:R:3:forces:R:3 method="wB97M-V/def2-TZVPD" lumo_energy_ev=1.6 molar_mass_g_mol=360.52 charge=-1
N 3.69307 -0.59703 0.32625 -1.05 1.86 -4.79
C 3.50141 -0.25172 -0.99589 1.79 -2.13 3.22
N 4.37690 -1.02010 -2.00863 -2.85 0.54 0.29
N 2.52138 0.81030 -1.48489 1.77 -2.08 1.55
C 1.40969 1.07297 -0.49788 -1.76 1.65 0.07
C -0.03704 1.34775 -1.29127 0.54 -0.21 0.68
C -0.72451 -0.03173 -1.86599 0.59 1.21 -1.03
C -2.27028 0.33383 -2.27553 0.13 -0.58 -0.31
B -3.41946 -0.32854 -1.29804 0.77 0.05 -3.23
C -4.78872 -0.90488 -2.07289 -6.08 -2.89 -2.26
O -4.98161 -0.78985 -3.40923 1.98 0.12 5.89
O -5.86808 -1.60132 -1.32993 5.60 3.40 -2.43
P -3.33992 -0.47038 0.61318 -1.19 0.21 3.05
O -2.63621 0.98664 1.33984 -0.15 0.18 -2.47
Cl -1.99410 -2.05859 1.20145 -0.10 1.03 -0.86
H 4.42476 -1.33182 0.43784 -0.79 0.57 -0.46
H 4.61109 -1.97691 -1.63490 -0.40 1.64 -0.10
H 3.80084 -1.21862 -2.86972 0.78 0.61 1.13
H 3.03174 1.70689 -1.66709 -0.48 -1.38 0.18
H 1.66411 2.09513 0.04275 -0.63 -2.31 -0.67
H 1.18502 0.20594 0.25381 0.95 1.60 -1.55
H 0.12677 2.14524 -2.16294 -0.39 -1.84 1.80
H -0.75141 1.86580 -0.49402 1.53 -1.16 -1.67
H -0.15070 -0.29149 -2.87231 -1.15 0.44 2.12
H -0.60325 -0.96799 -1.17220 -0.35 2.00 -1.03
H -2.45375 -0.09855 -3.35500 -0.04 1.18 2.05
H -2.42766 1.50769 -2.27674 0.40 -2.21 -0.23
H -2.65600 1.74504 0.67390 0.18 -1.69 0.85
O 0.20441 4.10216 0.45996 0.48 0.32 0.12
H 0.06860 5.06026 0.41030 -0.11 -0.39 0.07
H 0.42274 3.94472 1.39084 -0.18 0.06 -0.27
O -2.19319 4.09443 1.94451 -0.55 -0.08 -0.13
H -2.08900 3.16062 1.70781 0.11 0.29 0.31
H -3.12207 4.28434 1.74426 0.30 -0.07 0.18
O 5.42713 -2.69145 2.19690 -0.16 -0.11 0.12
H 4.65658 -2.49647 2.75108 0.25 -0.01 -0.25
H 5.91204 -3.36387 2.69860 -0.18 0.24 -0.01
O 6.02713 -4.04550 4.70230 -0.05 -0.30 0.53
H 5.25658 -3.85052 5.25648 0.21 0.00 -0.23
H 6.51204 -4.71792 5.20401 -0.13 0.23 -0.24
O -8.99880 -2.05162 -1.84964 -0.31 -0.04 -0.51
H -8.03118 -2.06944 -1.89736 0.42 0.21 0.20
H -9.27427 -1.85537 -2.75771 0.19 -0.06 0.40
O 1.41926 0.17826 3.11373 -0.14 0.12 -0.32
H 0.53871 0.25753 2.71720 0.20 -0.09 0.16
H 2.01922 0.17618 2.35278 0.04 -0.09 0.07

No. 2
38
Properties=species:S:1:pos:R:3:forces:R:3 method="wB97M-V/def2-TZVPD" e_above_lowest_kcal_mol=8.8 lumo_energy_ev="-6.4 / -10.3" molar_mass_g_mol=205.28 spin_multiplicity=2 charge=+2
C 1.84150 -1.28427 0.75912 1.99 -0.84 2.83
C 0.87244 -2.16930 1.57931 0.97 0.74 -0.13
C -0.19951 -1.33761 2.27548 -1.90 -0.36 0.30
N -2.96528 -0.15440 0.02037 1.49 -1.45 0.07
C -1.99212 -0.88718 0.62659 -3.54 -2.24 -4.31
C -1.02125 -0.37622 1.38207 1.97 0.81 3.48
C -0.80241 1.10088 1.66941 0.31 -2.33 -2.09
N 1.33132 -0.98622 -0.56828 0.57 2.14 -0.90
H 1.92806 -0.34126 1.35204 0.58 -0.54 -0.89
H 2.83854 -1.83890 0.68729 -1.23 1.18 -0.03
H 0.50175 -2.83008 0.85200 -1.32 -1.16 -0.88
H 1.35330 -2.87125 2.28080 0.16 0.79 -0.07
H -0.90698 -2.10264 2.79498 0.90 1.46 -0.80
H 0.17050 -0.63463 3.03092 0.48 -0.74 0.12
H -3.53367 -0.41901 -0.78104 -0.02 -0.89 0.58
H -2.98781 0.82451 0.11133 0.12 1.52 0.64
H -1.97005 -2.00724 0.31550 -0.30 1.97 0.85
H -1.18281 1.35251 2.60952 -0.48 0.60 1.52
H -1.10250 1.71630 0.86914 -1.25 0.92 -0.68
H 0.24533 1.22868 1.56600 1.34 0.23 0.73
H 0.30686 -0.83972 -0.48353 0.82 0.30 -0.87
H 1.54158 -1.71816 -1.24087 -0.10 -0.24 -0.39
H 1.82193 -0.09564 -1.01098 -1.58 -2.04 0.88
H 3.76130 -1.34569 -2.78523 -0.98 0.64 -1.07
H 2.70175 -0.57276 -3.71260 0.33 2.06 -2.83
O 2.82522 -1.13595 -3.01389 0.68 -2.71 4.05
H 1.71697 3.30652 0.53619 0.29 -0.09 0.35
H 0.45054 4.14157 0.90521 1.05 -0.70 -1.58
O 0.92728 3.68600 0.14322 -1.81 0.62 0.94
H 3.38327 2.87442 1.99055 -0.32 -0.26 0.37
H 2.05704 2.24718 2.53851 -0.78 0.25 2.00
O 2.61378 2.31450 1.80162 1.42 -0.12 -2.09
H 0.00122 1.85285 -1.03774 -0.04 -1.05 -1.87
H -0.24296 1.35671 -2.58668 0.18 0.13 1.16
O -0.08608 1.05145 -1.66282 -0.09 1.39 0.80
H -3.83128 -0.97004 -2.70028 1.84 0.47 0.79
H -4.10245 -1.85215 -3.93956 0.03 0.23 0.31
O -4.48941 -1.26043 -3.27788 -1.79 -0.73 -1.27

No. 3
49
Properties=species:S:1:pos:R:3:forces:R:3 method="wB97M-V/def2-TZVPD" lumo_energy_ev="1.2 / -0.7" molar_mass_g_mol=594.01 spin_multiplicity=3 charge=-1
Ag 0.73321 3.25307 -1.25928 0.21 0.24 -0.42
Cs -1.99522 3.91759 1.90313 0.09 -0.48 -0.13
P -0.22732 1.21956 0.33938 -0.06 -2.88 3.58
O -0.75897 -0.26594 0.32445 0.99 2.38 -1.42
O -0.27876 1.56732 1.86634 -0.08 1.33 -3.39
O -0.99500 2.07819 -0.71075 -0.32 1.15 1.44
O 1.20316 1.38170 -0.30446 -0.80 0.56 1.18
O -1.08485 0.42387 -2.65196 -0.08 -0.51 -0.94
H -1.14922 0.84148 -1.79308 -0.10 0.13 -0.21
H -0.99563 -0.50942 -2.45894 0.06 -0.26 -0.06
O -0.28928 1.44459 4.54171 -0.16 0.71 1.21
H 0.45126 0.87020 4.73643 0.01 -0.20 -0.09
H -0.36029 1.42941 3.58727 0.14 -0.36 -0.81
O 3.05598 -0.34561 0.37242 1.17 0.08 0.21
H 2.46445 0.38848 0.20677 -0.05 0.15 0.25
H 2.47970 -1.10637 0.44563 -0.22 -0.56 0.04
O -3.58535 1.60241 -0.74860 -0.90 0.64 -0.15
H -3.75985 0.66203 -0.78697 -0.12 -0.29 0.25
H -2.63510 1.66645 -0.65293 0.25 0.14 -0.27
C 3.79113 1.74166 -2.30403 -0.93 -2.24 -1.03
C 4.35176 1.86443 -3.73807 -0.62 0.41 1.02
O 3.47226 2.62691 -4.53825 0.21 0.53 -0.28
O 2.51825 1.02228 -2.39377 1.70 1.08 -0.84
H 3.61524 2.68786 -1.79230 0.27 0.47 -0.30
H 4.47485 1.14858 -1.69666 0.19 -0.01 0.12
H 4.47783 0.93598 -4.29502 -0.02 -0.40 0.64
H 5.33691 2.31637 -3.62262 0.23 0.37 -0.29
H 2.85657 3.05942 -3.94205 -0.22 0.04 -0.06
H 2.16710 1.02295 -1.50030 -0.24 -0.45 -0.18
C -3.18339 -1.41114 1.94316 0.38 0.05 1.18
C -2.46630 -0.87885 3.16831 1.19 -1.14 1.28
O -1.01375 -0.87565 2.94519 -2.04 -0.67 0.55
O -3.20631 -0.33990 1.07712 -1.21 0.25 -1.30
H -4.20257 -1.78983 2.02033 -0.08 0.11 0.65
H -2.55921 -2.24765 1.62892 -0.15 -0.09 -0.47
H -2.63109 -1.55206 4.00958 0.05 0.05 0.30
H -2.73509 0.13730 3.45690 -0.47 0.03 -0.11
H -0.96751 -0.43725 2.09240 0.92 0.17 -0.24
H -2.28559 -0.22676 0.83000 0.54 0.36 -0.68
C 0.13277 -3.16520 0.62479 -2.31 -0.21 -0.99
C -0.75427 -3.49783 -0.62470 -0.43 0.49 0.64
O -1.95424 -2.68065 -0.61283 0.78 -0.94 -0.43
O 0.99045 -2.10969 0.36580 2.06 -1.29 -0.19
H 0.54322 -4.10743 0.98789 0.90 0.40 0.04
H -0.58046 -2.78887 1.35812 -0.09 -0.50 0.44
H -1.09168 -4.53424 -0.63513 -0.05 -0.05 0.18
H -0.20657 -3.32539 -1.55119 0.28 0.05 -0.04
H -1.61714 -1.79285 -0.47212 -0.17 0.60 0.03
H 0.45393 -1.32151 0.25396 -0.68 0.55 0.08

No. 4
38
Properties=species:S:1:pos:R:3:forces:R:3 method="wB97M-V/def2-TZVPD" e_above_lowest_kcal_mol=4.9 lumo_energy_ev=-2.6 molar_mass_g_mol=192.28 charge=+1
C -0.30323 1.29659 -1.64684 0.14 0.19 -0.41
C 0.18430 -0.08203 -1.27457 0.29 -0.11 0.44
C -0.23331 -0.48619 0.15328 -1.12 -0.45 -0.48
C -1.71342 -0.89729 0.14279 -0.52 0.16 -0.94
C -2.45885 -1.28315 1.41642 0.93 -1.40 0.11
C -2.56745 -0.23512 2.48510 -1.19 1.79 0.10
N 1.72113 -0.20686 -1.35896 -0.96 -1.23 0.08
H -1.32542 1.40071 -1.31660 -0.29 -0.10 -0.32
H -0.25039 1.45972 -2.72329 -0.12 -0.01 -0.04
H 0.18144 2.14590 -1.16973 0.46 -0.35 0.19
H -0.23140 -0.82175 -1.96444 0.26 0.11 -0.12
H -0.15571 0.40908 0.74920 0.59 -0.10 0.64
H 0.32883 -1.35446 0.51937 0.30 0.51 0.15
H -2.26789 -0.06800 -0.32817 -0.04 -0.15 0.20
H -1.87130 -1.73370 -0.55675 0.27 0.12 0.07
H -2.10297 -2.24430 1.81575 0.73 0.34 0.10
H -3.40764 -1.65998 1.05847 -0.76 0.59 0.10
H -1.70031 0.39825 2.71095 0.34 -0.59 -0.31
H -3.32428 0.50340 2.14392 0.23 -0.18 0.12
H -2.95237 -0.53874 3.45790 0.08 -0.51 -0.13
H 1.91118 -1.11786 -1.81298 0.04 0.23 0.09
H 2.03394 -0.26940 -0.38411 0.66 0.66 0.08
H 2.22225 0.46713 -1.93299 -0.20 0.39 0.38
H 1.57435 -2.62635 -3.93535 0.23 0.43 0.57
H 3.01148 -2.45520 -3.43745 -0.49 0.24 0.20
O 2.10084 -2.14522 -3.26424 0.35 -0.85 -0.85
H -2.35547 4.10797 -0.09840 0.62 -0.10 -0.29
H -2.33138 2.74802 0.43934 -0.06 -0.61 0.15
O -1.78189 3.31696 -0.10331 -0.82 0.89 0.36
H 0.70391 3.35561 0.71951 0.19 -0.07 0.20
H -0.26836 2.69391 1.63670 0.24 -0.03 0.15
O 0.68155 2.72492 1.45397 -0.56 0.55 -0.25
H 2.85671 0.40646 2.22671 -0.22 0.02 -0.51
H 1.88053 1.49377 1.72888 -0.18 -0.06 -0.23
O 2.27775 0.64166 1.48165 0.69 -0.38 0.50
H 3.55736 -3.22346 1.01620 0.79 1.02 -0.49
H 2.83010 -3.34545 -0.18167 -0.03 0.26 -0.91
O 3.54541 -2.77557 0.13376 -0.87 -1.25 1.31

No. 5
86
Properties=species:S:1:pos:R:3:forces:R:3 method="wB97M-V/def2-TZVPD" lumo_energy_ev=2.5 molar_mass_g_mol=1074.66 charge=-2
N -1.36300 -2.55300 1.96464 0.00 -0.29 -0.52
H -0.71262 -3.27128 2.29057 0.03 0.19 0.07
H -0.82060 -1.75083 1.57295 -0.04 -0.12 0.41
H -1.98684 -2.25089 2.75310 0.30 0.09 -0.13
H -1.88259 -2.92395 1.16828 -0.04 0.03 0.15
C 0.05180 -0.66769 -2.13294 -0.42 0.16 0.42
F 1.36079 -0.47736 -2.04599 0.42 -0.16 -0.14
F -0.43575 0.03226 -3.12671 -0.06 -0.16 -0.21
F -0.20408 -1.97365 -2.29884 0.31 0.27 -0.15
S -0.76200 -0.11964 -0.56252 -1.19 -0.77 0.18
O -0.98484 1.27754 -0.66825 0.95 0.34 0.20
O -1.95559 -0.91191 -0.46835 0.11 -0.82 0.10
N 0.25532 -0.63401 0.60637 -0.26 1.55 -0.93
S 1.06469 0.62805 1.21133 0.45 0.54 0.26
O 1.76388 1.43343 0.25635 0.30 -0.38 -0.45
O 0.30692 1.32935 2.18423 -0.33 0.01 0.75
C 2.38723 -0.27614 2.10909 -0.63 -1.24 -0.32
F 3.15222 -1.00654 1.26458 -0.02 0.35 -0.08
F 3.14438 0.56705 2.74366 0.40 0.42 0.44
F 1.83438 -1.15884 2.95326 0.07 0.27 0.16
C -1.97977 7.20676 -5.93303 -0.50 -0.06 1.37
F -1.92668 7.90190 -4.77635 0.27 -0.02 -0.11
F -3.05646 7.66924 -6.57078 0.05 0.18 -0.74
F -0.87658 7.45667 -6.62080 -0.03 0.12 -0.25
S -2.22986 5.40755 -5.60128 0.54 0.39 0.03
O -3.59274 5.29101 -5.21036 -0.52 0.25 0.71
O -1.88403 4.79988 -6.85020 0.25 -0.20 -0.64
N -1.13380 5.19805 -4.44497 -0.59 -0.78 -1.13
S -0.32934 3.85126 -4.79535 1.08 -0.36 0.52
O -1.11438 2.66196 -4.94632 -0.42 -0.14 0.03
O 0.77271 4.02446 -5.70571 0.02 0.17 -0.01
C 0.52461 3.60320 -3.17549 -0.25 0.87 0.22
F 1.38989 4.60728 -2.97161 0.22 -0.24 -0.05
F -0.31371 3.60198 -2.14573 -0.01 -0.20 -0.06
F 1.18724 2.43955 -3.19088 0.05 0.08 -0.07
C -2.96755 -4.20784 5.36148 -0.29 0.87 -0.97
F -3.10896 -4.70361 6.57079 0.07 -0.48 0.22
F -2.45589 -5.11883 4.52583 -0.11 -0.29 0.22
F -4.17890 -3.87086 4.89449 0.07 -0.13 0.14
S -1.81692 -2.73754 5.42336 0.62 -0.64 -0.99
O -1.78219 -2.40857 6.79771 -0.68 0.85 1.01
O -0.57578 -3.20582 4.88774 0.28 -0.55 -0.78
N -2.50907 -1.72115 4.35351 0.10 -0.30 0.94
S -2.27199 -0.23118 4.88958 0.04 0.88 0.98
O -3.18667 0.12220 5.92361 -0.53 0.25 0.26
O -0.88272 0.02326 5.15883 0.19 -0.02 -0.54
C -2.78941 0.86731 3.48013 -0.54 -0.75 -0.19
F -2.51118 0.31064 2.30059 0.29 0.06 -0.14
F -4.11625 1.01284 3.54255 0.16 0.18 -0.02
F -2.20722 2.04302 3.59346 0.02 -0.08 0.02
O -4.55371 -2.25140 -0.80720 0.01 -0.14 0.25
H -4.76740 -3.12096 -0.45754 0.00 -0.02 -0.07
H -3.64435 -2.08291 -0.52468 -0.08 0.22 -0.30
O 3.64513 -3.81842 3.75318 0.00 -0.08 0.09
H 4.43959 -3.30746 3.57470 -0.14 -0.10 -0.14
H 3.02790 -3.55535 3.06043 -0.04 0.01 0.08
O -1.35126 -2.14636 -5.28683 0.08 -0.06 -0.08
H -0.40347 -2.03160 -5.11497 -0.14 -0.03 -0.03
H -1.51061 -3.08865 -5.19295 -0.03 0.02 0.07
O 3.58931 3.07940 -1.15582 0.19 0.05 0.52
H 2.95712 2.62881 -0.56907 -0.13 -0.03 -0.41
H 4.21151 2.39008 -1.40548 -0.08 -0.04 -0.06
O -3.01176 3.06842 -1.27332 -0.18 0.14 0.29
H -2.21499 2.75742 -0.82327 -0.23 0.07 -0.25
H -3.42095 2.26490 -1.60639 0.07 0.00 -0.06
O 0.80201 2.32851 5.23865 -0.02 0.02 0.14
H 0.28167 1.52449 5.39425 0.07 0.16 -0.12
H 0.52594 2.61438 4.36150 0.06 -0.11 -0.04
O -1.69159 -4.45192 -2.31626 0.07 -0.14 0.03
H -0.89046 -3.91935 -2.25096 -0.12 0.01 0.06
H -1.57247 -4.97941 -3.11042 -0.01 0.00 0.01
O 3.74920 -3.52106 -0.36624 0.18 -0.08 0.07
H 4.08668 -3.11547 0.44633 0.13 -0.01 -0.05
H 4.42461 -3.34706 -1.02676 -0.06 0.08 -0.03
O 1.48950 -1.72166 -4.87313 0.23 0.12 -0.06
H 2.21231 -2.12220 -4.38160 -0.06 -0.01 0.07
H 1.66639 -0.77244 -4.84210 -0.13 0.00 -0.05
O 1.08559 -3.24236 0.34700 -0.21 -0.06 0.14
H 0.88997 -2.28942 0.35417 0.14 -0.21 -0.02
H 1.98086 -3.29431 -0.01567 0.00 -0.19 -0.12
O 5.57999 -2.63366 1.74159 0.22 0.02 0.12
H 5.76471 -1.99111 2.43564 -0.03 0.19 -0.17
H 6.36332 -3.19248 1.70442 -0.05 -0.05 0.00
O 4.43763 3.33684 1.80843 0.06 -0.04 -0.04
H 5.39424 3.40637 1.75121 -0.01 0.04 -0.01
H 4.13769 3.41080 0.88950 0.04 0.07 -0.03

No. 6
42
Properties=species:S:1:pos:R:3:forces:R:3 method="wB97M-V/def2-TZVPD" e_above_lowest_kcal_mol=102.9 lumo_energy_ev=0.5 molar_mass_g_mol=224.30 smiles=CN(C)CCCCN.O.O.O.O.O.O
C 0.63089 0.11570 0.47052 1.19 -2.13 -3.05
N 2.09291 -0.00754 0.26159 0.75 -0.71 1.24
C 2.81814 1.16573 0.70179 0.96 1.56 -1.43
C 2.83763 -1.14531 0.87106 -3.87 -2.27 -0.46
C 0.17819 1.12281 -0.58460 -1.15 1.01 -2.32
C -0.75499 2.32562 -0.31383 -1.58 2.02 -0.24
C -1.83013 2.20884 0.76174 -0.44 -0.99 1.58
N -2.82989 1.14064 0.49660 0.14 -0.13 0.15
H 0.36220 0.23844 1.46552 -0.57 0.64 2.02
H 0.19720 -0.87607 0.12116 0.47 1.09 0.92
H 3.33940 1.46594 -0.26303 0.53 0.15 1.62
H 3.51121 0.97751 1.57516 -0.65 0.32 -1.06
H 2.20320 2.05871 0.90788 -0.12 -0.53 0.25
H 2.35387 -2.09979 0.38424 1.05 1.49 1.14
H 3.86961 -1.12827 0.59719 0.63 0.25 -0.02
H 2.66442 -1.22448 1.99754 0.49 0.18 -1.22
H 1.01098 1.71984 -1.07414 -0.60 -1.43 0.76
H -0.28584 0.48873 -1.40519 0.65 0.95 0.74
H -0.12120 3.20040 -0.03539 -0.36 -0.45 -0.09
H -1.38073 2.70132 -1.22599 1.58 -0.99 0.96
H -1.30084 1.90585 1.72987 -0.58 0.72 -1.35
H -2.42967 3.13510 1.02516 1.06 -0.77 -0.65
H -2.39588 0.33034 0.02978 -0.63 0.67 0.08
H -3.70925 1.43738 0.04290 1.15 -0.25 0.18
H 1.09508 -0.20448 -3.52695 1.18 0.75 0.56
H 0.06775 -0.55317 -4.41966 -4.58 2.89 -11.46
O 0.34653 -0.75867 -3.68030 3.12 -3.85 10.86
H -2.02921 -0.86893 2.68368 0.14 -0.04 0.05
H -0.94269 -1.76387 3.21989 -0.13 -0.02 -0.24
O -1.44370 -1.58428 2.41273 -0.02 -0.44 -0.09
H 0.70111 -2.57395 -1.51231 2.80 3.80 -3.63
H -0.68238 -2.80108 -0.95603 0.77 0.00 -0.27
O 0.24090 -3.12536 -1.00880 -3.60 -3.72 3.71
H 2.51526 0.15066 -1.89240 -0.22 0.04 -0.57
H 2.27336 1.48657 -2.43482 -0.40 2.37 0.36
O 2.41988 0.63333 -2.75337 1.03 -2.37 0.25
H -3.00061 -2.48360 -1.62648 -0.17 -0.19 0.75
H -2.69749 -2.10827 -0.11210 -1.10 -1.66 4.33
O -2.58098 -1.91502 -0.97404 1.39 1.81 -4.85
H -0.62726 1.02359 3.38511 -1.53 -0.20 0.19
H -2.17110 1.05563 3.01407 -0.10 0.39 -0.54
O -1.54640 0.82725 3.69852 1.34 0.06 0.83